Arrangement i

Entry from OMol25: a 2-piece molecular cluster, C3H12N2OS overall (ωB97M-V with the def2-TZVPD basis set).

- Gap between HOMO and LUMO: 9.88 eV
- 2S+1: 1
- SMILES string: NCNCCS.O

Each line ends with the Löwdin charge.
Positions of all 19 atoms, in Å:
C1 -0.74 -0.17 -0.36  -0.368
C2 -0.61 -1.35 -1.38  -0.552
S1 -2.10 -1.42 -2.42  0.702
N1 -0.02 -0.37 0.78  -0.140
C3 -0.06 0.82 1.73  -0.235
N2 0.57 2.07 1.18  0.001
H1 -0.41 0.77 -0.83  0.120
H2 -1.87 -0.30 -0.16  0.109
H3 -0.66 -2.33 -0.80  0.090
H4 0.26 -1.29 -1.95  0.034
H5 -1.25 -1.14 -3.41  -0.139
H6 -0.28 -1.18 1.39  0.154
H7 -1.08 0.88 2.05  0.084
H8 0.57 0.57 2.64  0.129
H9 0.32 2.32 0.23  0.046
H10 0.37 2.86 1.84  0.086
H11 1.56 -0.49 0.18  0.054
H12 2.92 0.31 -0.31  0.000
O1 2.50 -0.56 -0.38  -0.174

Arrangement ii

Entry from OMol25: a 2-piece molecular cluster, C3H12N2OS overall (ωB97M-V with the def2-TZVPD basis set).

- Gap between HOMO and LUMO: 9.81 eV
- 2S+1: 1
- SMILES string: NC[C@H](N)CS.O

Each line ends with the Löwdin charge.
Positions of all 19 atoms, in Å:
N1 -0.69 0.81 1.97  0.030
C1 -1.11 1.10 0.55  -0.456
C2 -2.54 0.57 0.30  -0.642
S1 -3.90 1.27 1.11  0.740
C3 -0.07 0.45 -0.43  -0.239
N2 1.30 1.06 -0.34  -0.020
H1 0.29 0.76 2.06  0.032
H2 -3.64 0.73 2.28  -0.156
H3 -0.98 1.45 2.69  0.059
H4 -1.04 2.26 0.29  0.149
H5 -2.70 0.53 -0.74  0.050
H6 -2.47 -0.49 0.62  0.082
H7 -0.42 0.62 -1.51  0.120
H8 -0.14 -0.63 -0.03  0.138
H9 2.15 0.68 -0.17  -0.002
H10 1.35 2.14 -0.32  0.115
H11 5.31 -4.36 -2.06  0.069
H12 4.76 -4.53 -3.57  -0.015
O1 4.53 -4.42 -2.68  -0.054

Arrangement iii

Entry from OMol25: a 2-piece molecular cluster, C3H12N2OS overall (ωB97M-V with the def2-TZVPD basis set).

- Gap between HOMO and LUMO: 9.63 eV
- 2S+1: 1
- SMILES string: NC[C@H](N)CS.O

Each line ends with the Löwdin charge.
Positions of all 19 atoms, in Å:
N1 1.27 1.02 0.44  0.032
C1 0.39 0.13 -0.34  -0.497
C2 1.24 -0.73 -1.26  -0.564
S1 2.24 -1.96 -0.39  0.698
C3 -0.76 0.83 -1.05  -0.256
N2 -1.85 1.24 -0.16  0.000
H1 2.17 1.13 0.01  0.062
H2 2.21 -1.36 0.81  -0.145
H3 0.81 1.91 0.60  0.062
H4 -0.04 -0.58 0.37  0.114
H5 0.61 -1.28 -1.99  0.072
H6 1.87 -0.12 -1.91  0.074
H7 -1.17 0.11 -1.76  0.105
H8 -0.43 1.72 -1.60  0.121
H9 -1.71 2.15 0.26  0.058
H10 -1.98 0.61 0.61  0.044
H11 -3.95 0.24 2.89  0.038
H12 -4.42 1.35 1.92  0.040
O1 -3.66 1.02 2.40  -0.057

Most stable one: arrangement iii, least stable one: arrangement i.

Arrangement i

Entry from OMol25: a 3-piece molecular cluster, C4H10NOS2 overall (ωB97M-V with the def2-TZVPD basis set).

- Total charge: -1
- Gap between HOMO and LUMO: 7.63 eV
- 2S+1: 1

Each line ends with the Löwdin charge.
Positions of all 18 atoms, in Å:
C1 -2.79 -0.54 -0.26  -0.132
C2 -1.36 -0.06 -0.49  -0.365
C3 -0.43 -0.57 0.57  -0.761
C4 1.00 1.15 0.75  0.000
N1 2.12 0.70 0.37  -0.260
O1 3.26 1.32 0.17  -0.272
S1 0.57 -1.88 0.27  0.462
S2 5.54 -0.45 -0.32  0.351
H1 -3.43 -0.25 -1.09  0.058
H2 -3.19 -0.10 0.66  0.063
H3 -2.82 -1.62 -0.16  0.065
H4 -1.36 1.04 -0.51  0.088
H5 -1.00 -0.41 -1.46  0.088
H6 -0.79 -0.45 1.59  0.041
H7 0.84 2.20 0.94  0.056
H8 2.13 -0.34 0.19  0.024
H9 5.63 -0.63 0.99  -0.265
H10 4.44 0.40 -0.15  -0.242

Arrangement ii

Entry from OMol25: a 3-piece molecular cluster, C4H10NOS2 overall (ωB97M-V with the def2-TZVPD basis set).

- Total charge: -1
- Gap between HOMO and LUMO (alpha / beta): 6.16 / 6.16 eV
- 2S+1: 1

Each line ends with the Löwdin charge.
Positions of all 18 atoms, in Å:
C1 2.53 -0.55 -0.79  -0.148
C2 1.67 0.60 -0.38  -0.423
C3 1.69 0.98 0.85  -0.833
C4 -0.49 -0.82 -0.25  0.051
N1 -1.64 -0.45 0.10  -0.082
O1 -1.91 -0.53 1.45  -0.004
S1 1.34 2.56 1.40  0.284
S2 -4.16 1.06 -0.51  0.060
H1 2.42 -1.43 -0.03  0.104
H2 3.46 -0.12 -0.85  0.034
H3 2.21 -0.96 -1.73  0.043
H4 -0.38 -1.02 -1.23  0.075
H5 1.24 1.24 -1.23  0.126
H6 2.36 0.41 1.52  0.051
H7 0.09 -1.24 0.54  0.102
H8 -2.42 0.22 -0.35  -0.057
H9 -5.19 0.45 -0.04  -0.433
H10 -2.85 -0.40 1.52  0.052

Most stable one: arrangement i, least stable one: arrangement ii.

Arrangement i

Entry from OMol25: C4H9N2O2S as an isolated structure (ωB97M-V with the def2-TZVPD basis set).

- Total charge: +1
- Gap between HOMO and LUMO: 9.11 eV
- 2S+1: 1

Each line ends with the Löwdin charge.
Positions of all 18 atoms, in Å:
C1 -1.57 1.78 0.08  -0.082
C2 -0.14 -1.79 -0.22  -0.054
C3 -1.27 0.30 0.45  -0.278
C4 -0.51 -0.43 -0.48  -0.112
N1 3.90 -1.73 0.14  0.204
N2 2.92 -1.24 0.09  -0.017
O1 2.27 1.25 1.27  -0.307
O2 1.96 1.21 -1.20  -0.305
S1 1.67 0.67 0.08  0.829
H1 -1.61 1.96 -1.08  0.120
H2 -2.68 2.01 0.36  0.121
H3 -0.86 2.55 0.43  0.081
H4 -0.37 -1.96 0.76  0.075
H5 -0.65 -2.71 -0.77  0.197
H6 0.88 -1.98 -0.46  0.051
H7 -1.17 0.22 1.51  0.141
H8 -2.32 -0.16 0.49  0.200
H9 -0.45 0.05 -1.45  0.137

Arrangement ii

Entry from OMol25: a 3-piece molecular cluster, C4H9N2O2S overall (ωB97M-V with the def2-TZVPD basis set).

- Total charge: +1
- Gap between HOMO and LUMO: 10.51 eV
- 2S+1: 1

Each line ends with the Löwdin charge.
Positions of all 18 atoms, in Å:
C1 1.19 -0.87 1.95  -0.048
C2 1.64 0.58 -1.72  -0.009
C3 1.17 0.11 0.71  -0.228
C4 1.56 -0.26 -0.53  -0.064
N1 -4.35 1.42 -2.46  0.070
N2 -4.40 0.48 -1.89  -0.013
O1 -1.64 -0.17 0.46  -0.467
O2 -3.84 0.29 1.59  -0.360
S1 -3.10 -0.33 0.51  0.932
H1 0.95 -1.86 1.44  0.105
H2 2.25 -0.84 2.33  0.097
H3 0.51 -0.54 2.82  0.123
H4 1.91 -0.03 -2.57  0.090
H5 0.79 1.22 -1.81  0.100
H6 2.57 1.20 -1.43  0.162
H7 0.02 -0.27 0.34  0.182
H8 1.04 1.20 0.95  0.170
H9 1.73 -1.33 -0.69  0.159

Most stable one: arrangement ii, least stable one: arrangement i.

Arrangement i

Entry from OMol25: CH4IO2PS as an isolated structure (ωB97M-V with the def2-TZVPD basis set).

- Gap between HOMO and LUMO (alpha / beta): 6.09 / 6.10 eV
- 2S+1: 1

Each line ends with the Löwdin charge.
Positions of all 10 atoms, in Å:
C1 0.81 -1.16 0.44  -0.081
O1 0.79 1.65 -0.64  -0.714
O2 -0.19 -0.19 0.66  -0.491
P1 -0.62 0.97 -0.33  0.362
S1 -0.04 2.91 0.27  0.723
I1 -3.18 -0.81 0.02  -0.052
H1 1.64 -0.66 -0.06  0.090
H2 0.34 -1.89 -0.15  0.073
H3 1.10 -1.51 1.39  0.086
H4 -0.66 0.69 -1.60  0.004

Arrangement ii

Entry from OMol25: a 3-piece molecular cluster, CH4IO2PS overall (ωB97M-V with the def2-TZVPD basis set).

- Gap between HOMO and LUMO: 7.50 eV
- 2S+1: 1
- SMILES string: O=CO.P=S.I

Each line ends with the Löwdin charge.
Positions of all 10 atoms, in Å:
C1 1.08 0.66 -1.36  -0.312
O1 0.19 1.49 -1.95  0.046
O2 0.97 0.21 -0.20  -0.188
P1 -1.07 0.13 1.42  0.345
S1 -2.41 0.82 0.16  0.096
I1 0.75 -2.90 1.43  0.487
H1 1.95 0.35 -1.97  0.146
H2 -0.64 1.45 -1.44  0.000
H3 1.04 -1.41 1.76  -0.422
H4 -1.84 -0.80 2.15  -0.198

Most stable one: arrangement ii, least stable one: arrangement i.